[1]
Here is C30H37CrO4Si as an isolated structure from the Open Molecules 2025 dataset. Energies are from wB97M-V/def2-TZVPD.

Its expectation value of S² is 3.820. The value obtained for the lowest unoccupied orbital energy (alpha / beta) is -4.7861 / -10.0888 eV. The calculation puts the HOMO energy (alpha / beta) at -12.0 / -13.6 eV. The charge is +2. Its multiplicity is 4. As for the frontier orbital gap (alpha / beta): 7.204 / 3.519 eV.

Cartesian coordinates (Å):
C1 1.60535 -0.40260 -0.83100
C2 2.87106 -1.11115 -1.26113
C3 2.69216 -1.82299 -2.58811
Si1 3.53874 -2.28000 0.10330
C4 3.79351 -4.05885 -0.58008
C5 2.90709 -5.08055 0.10480
C6 5.24998 -4.49205 -0.56351
C7 5.21135 -1.60387 0.74529
C8 5.15745 -1.39147 2.24469
C9 5.67889 -0.36358 0.00514
O1 2.46585 -2.26937 1.42098
C10 1.15091 -2.65741 1.29553
C11 0.07173 -1.86664 1.33554
C12 -1.27610 -2.34431 0.93979
H1 1.30877 0.36895 -1.54427
H2 0.77882 -1.10983 -0.76888
H3 1.72953 0.06948 0.14528
H4 3.66163 -0.35845 -1.37115
H5 2.32870 -1.13792 -3.35673
H6 3.63261 -2.24994 -2.94297
H7 1.96207 -2.63007 -2.50250
H8 3.47671 -3.97702 -1.62759
H9 3.13210 -6.09408 -0.23449
H10 3.04986 -5.05574 1.18605
H11 1.85374 -4.90166 -0.11160
H12 5.37185 -5.48060 -1.01185
H13 5.88365 -3.80024 -1.12280
H14 5.62871 -4.55575 0.45800
H15 5.92033 -2.41414 0.53562
H16 6.12311 -1.06166 2.63483
H17 4.41842 -0.63272 2.50383
H18 4.87912 -2.30975 2.76466
H19 6.66149 -0.03980 0.35323
H20 5.75723 -0.54421 -1.06897
H21 4.99222 0.46976 0.16057
H22 0.98709 -3.71389 1.14916
H23 0.21262 -0.82204 1.55735
H24 -2.01198 -1.53472 0.93475
H25 -1.25398 -2.76268 -0.07175
H26 -1.63748 -3.12720 1.61113
O2 -6.14530 5.77497 -2.37083
C13 -5.19558 5.14685 -2.41670
Cr1 -3.65682 4.09337 -2.49637
C14 -3.20059 4.55694 -0.74882
O3 -2.92423 4.82796 0.32267
C15 -2.61145 5.48350 -3.17074
O4 -1.96506 6.32109 -3.59223
C16 -4.03219 3.08088 -4.36622
C17 -4.98932 2.64346 -3.41361
C18 -4.55741 2.16290 -2.15654
C19 -3.15581 2.09288 -1.83262
C20 -2.73529 1.67373 -0.57097
C21 -2.41909 1.50099 0.62919
C22 -2.13488 1.45004 1.92292
C23 -3.07301 1.63942 2.97190
C24 -2.65529 1.56384 4.31077
C25 -3.55877 1.67851 5.33854
C26 -4.89902 1.88153 5.05997
C27 -5.33367 1.99267 3.74992
C28 -4.43358 1.88344 2.71732
C29 -2.20484 2.54179 -2.81188
C30 -2.64507 3.01116 -4.06896
H27 -4.35618 3.41318 -5.35388
H28 -6.05609 2.65913 -3.66222
H29 -5.28151 1.78075 -1.43545
H30 -1.10778 1.28939 2.19979
H31 -1.61273 1.41225 4.52561
H32 -3.22340 1.62250 6.36360
H33 -5.60911 1.95854 5.86763
H34 -6.37707 2.17593 3.54157
H35 -4.76226 1.99399 1.69946
H36 -1.14012 2.49953 -2.57480
H37 -1.91240 3.34363 -4.80815

Atomic forces in eV per Å
-0.4139 0.2046 -0.0137
0.5107 -0.4705 0.4679
0.0371 -0.0767 -0.3856
-2.3561 2.6112 0.4396
1.0998 -3.0700 -0.6076
-0.5501 0.7107 0.5076
0.1761 0.7010 0.1838
2.0680 -0.3202 0.6559
-0.8359 -0.2407 0.3673
-0.6739 0.1323 -0.6594
1.1457 -0.4858 -1.0734
-1.5781 0.4203 0.0798
1.5178 -0.2427 0.1297
-0.6515 -0.3046 0.0482
0.1879 0.0575 -0.0985
0.0679 0.1992 -0.0531
-0.1182 0.0298 -0.0438
-0.1419 -0.1550 -0.1011
0.0408 -0.0070 0.0101
-0.0424 0.0016 -0.1377
-0.0768 -0.0342 -0.0743
-0.1326 0.8402 0.0804
0.2648 0.0595 -0.1712
-0.0274 -0.2009 0.0667
0.0878 -0.1254 0.0102
-0.2226 -0.0373 -0.0623
0.0322 -0.1168 -0.0048
0.0606 -0.1364 0.0202
-0.1612 0.0702 0.0070
0.1289 -0.0439 -0.2350
0.0529 0.0320 0.0775
0.0664 0.0841 0.1048
0.0475 -0.2570 0.2160
0.1079 0.1071 0.0423
0.0600 0.0729 0.0070
0.2443 -0.2276 0.0380
0.0098 0.2366 0.0343
0.1537 -0.1330 0.0985
-0.0537 0.0158 0.1042
-0.0933 0.0604 -0.0630
1.0750 -0.8475 -0.0396
-2.0257 2.0435 -0.0672
-1.0267 0.3026 0.3495
1.0287 0.8983 1.6641
-0.3504 -0.3200 -0.9347
1.2107 1.9688 -0.3413
-0.6278 -0.8410 0.3301
0.4713 -0.5289 -0.7035
0.3708 -0.3225 0.1595
0.3916 -1.1969 -0.3256
-0.6283 -0.3678 -0.7627
0.6970 -0.7600 2.8121
-1.2422 0.7406 -4.5143
0.6974 -0.1079 1.7238
-0.4942 -0.0453 0.3789
0.1278 -0.0592 -0.2211
0.0862 0.0571 0.2299
-0.1851 -0.0083 0.2425
-0.1320 0.0876 -0.1813
0.1235 -0.0123 -0.0356
0.3161 -0.1231 -0.2444
-0.4027 -0.9784 -0.2874
0.0960 0.0555 0.4095
0.4676 0.1649 0.1855
0.2371 0.3631 -0.1083
0.3443 -0.0399 0.1372
0.2917 -0.0795 0.0586
0.0243 -0.0350 0.0431
-0.0801 0.0316 0.1027
-0.0693 -0.0024 -0.0157
-0.1198 -0.0497 -0.2696
-0.4204 0.0717 -0.0590
-0.2914 -0.0208 0.2716

---

[2]
Here is C30H37F5NNiOP4Te as an isolated structure from the Open Molecules 2025 dataset. Energies are from wB97M-V/def2-TZVPD.

Its expectation value of S² is 2.011. The value obtained for the lowest unoccupied orbital energy (alpha / beta) is -3.0404 / -3.3955 eV. The calculation puts the HOMO energy (alpha / beta) at -10.2 / -11.6 eV. The charge is +1. Its multiplicity is 3. As for the frontier orbital gap (alpha / beta): 7.206 / 8.205 eV.

Cartesian coordinates (Å):
Ni1 0.79101 -0.46940 -0.68293
C1 4.25342 0.82092 -0.22219
P1 3.12929 -0.30461 -1.09013
C2 3.55503 -0.15193 -2.84726
C3 3.77679 -1.97044 -0.68168
C4 2.83642 -3.01089 -1.30280
P2 1.14264 -2.82280 -0.62926
C5 1.18904 -3.90245 0.83756
C6 0.10594 -3.72209 -1.80871
H1 5.27055 0.69672 -0.59691
H2 4.24401 0.62070 0.85014
H3 3.93156 1.84780 -0.39305
H4 4.51689 -0.62943 -3.04227
H5 3.60441 0.90285 -3.10822
H6 2.77290 -0.60565 -3.45447
H7 3.81540 -2.08167 0.40693
H8 4.79562 -2.08290 -1.05782
H9 3.18051 -4.03258 -1.12973
H10 2.77031 -2.85999 -2.38320
H11 1.52247 -4.89950 0.54439
H12 0.19843 -3.98581 1.28437
H13 1.87502 -3.50740 1.58891
H14 0.56805 -4.67621 -2.06787
H15 -0.01122 -3.10648 -2.70095
H16 -0.88144 -3.90636 -1.38392
N1 -1.17239 1.93222 0.79902
P3 0.51888 1.53421 0.85849
C7 -0.14867 3.87223 -2.29275
C8 -1.36805 4.40529 -1.87989
C9 -1.47946 5.76634 -1.63021
C10 -0.37597 6.58897 -1.80687
C11 0.82797 6.05845 -2.25317
C12 0.95289 4.69667 -2.48476
C13 0.80009 1.06034 2.56049
C14 0.15327 1.67119 3.63614
C15 0.43473 1.26054 4.92625
C16 1.35931 0.24372 5.14977
C17 2.00795 -0.36486 4.08585
C18 1.72578 0.04556 2.79066
P4 -1.54645 -0.49851 0.02048
C19 -1.99238 -0.93277 1.70742
C20 -1.09304 -1.60362 2.52716
C21 -1.42540 -1.89234 3.84443
C22 -2.65748 -1.49771 4.34032
C23 -3.56073 -0.81800 3.52708
C24 -3.23479 -0.53912 2.21266
C25 -2.81253 -1.22863 -1.01387
C26 -3.23833 -0.61364 -2.19006
C27 -4.19002 -1.24149 -2.97963
C28 -4.69449 -2.48283 -2.61862
C29 -4.25158 -3.10716 -1.46032
C30 -3.31105 -2.48340 -0.65691
H17 -1.33719 2.88042 0.47156
H18 -2.24562 3.77012 -1.80170
H19 -2.42604 6.18358 -1.31217
H20 -0.45355 7.64794 -1.59768
H21 1.67769 6.70919 -2.41482
H22 1.89181 4.28262 -2.82389
H23 -0.57463 2.45335 3.45832
H24 -0.06447 1.72996 5.76360
H25 1.57378 -0.07206 6.16274
H26 2.72773 -1.15276 4.26637
H27 2.22673 -0.42802 1.94996
H28 -0.12076 -1.88483 2.14333
H29 -0.71987 -2.40935 4.48187
H30 -2.91989 -1.71600 5.36759
H31 -4.51855 -0.50720 3.92316
H32 -3.93750 -0.01646 1.57463
H33 -2.84156 0.34222 -2.50135
H34 -4.52877 -0.75936 -3.88699
H35 -5.43400 -2.96762 -3.24284
H36 -4.64218 -4.07654 -1.18037
H37 -2.98252 -2.96537 0.25709
F1 1.05044 3.02386 0.85876
Te1 -0.03840 1.78966 -2.43714
F2 0.44758 -0.64228 -2.59107
F3 1.86642 2.06360 -1.89712
F4 -1.64389 1.89247 -3.50393
F5 0.79139 1.72716 -4.09689
O1 -2.00529 1.10965 -0.03908

Atomic forces in eV per Å
0.0702 -0.4508 0.4404
0.0160 0.0790 0.0029
0.0023 -0.1144 -0.0376
-0.0042 0.0384 -0.0340
-0.0466 -0.0949 -0.0407
0.0489 0.0534 0.0368
0.0850 0.0203 -0.0801
-0.0327 -0.0383 0.0300
-0.0586 -0.0179 -0.0375
0.0059 0.0138 0.0289
-0.0062 0.0023 -0.0063
-0.0033 -0.0070 -0.0154
-0.0010 0.0270 -0.0088
-0.0214 -0.0018 -0.0020
0.0011 0.0017 0.0094
0.0039 0.0031 -0.0033
0.0097 -0.0204 0.0225
0.0307 0.0046 -0.0315
-0.0031 -0.0237 -0.0035
0.0035 0.0060 0.0246
-0.0013 0.0139 -0.0002
-0.0102 0.0051 -0.0097
-0.0304 -0.0054 0.0026
0.0097 0.0030 0.0162
0.0032 0.0192 0.0001
0.1322 -0.0297 0.1388
-0.3060 -0.3036 0.1220
-0.1635 0.0812 0.1408
-0.0447 -0.0301 -0.0959
0.0247 0.0033 0.0088
0.0046 -0.0252 0.0206
0.0134 0.0156 0.0024
-0.0261 -0.0083 -0.0067
0.0407 0.0791 0.1601
-0.0260 -0.0250 -0.0371
0.0155 -0.0256 0.0147
-0.0189 0.0194 0.0032
-0.0147 -0.0002 -0.0139
0.0497 0.0417 0.0026
0.0690 0.3812 0.0848
-0.0928 -0.1079 0.1023
-0.0032 -0.0284 0.0055
0.0089 0.0056 -0.0284
-0.0261 0.0178 0.0119
0.0188 -0.0029 0.0198
0.0201 -0.0461 -0.0224
-0.0286 -0.0395 -0.0563
0.0063 -0.0580 -0.0053
0.0190 -0.0049 -0.0285
-0.0020 0.0016 -0.0082
0.0420 -0.0172 -0.0254
-0.0556 0.0258 0.0338
-0.0110 0.0364 0.0100
0.0247 -0.0052 0.0504
0.0097 -0.0082 0.0040
-0.0124 0.0008 -0.0501
-0.0100 -0.0102 0.0066
0.0184 -0.0166 0.0562
-0.0038 -0.0289 -0.0056
0.0011 -0.0065 -0.0077
0.0014 0.0029 -0.0103
0.0044 0.0100 -0.0070
-0.0064 0.0039 -0.0078
-0.0085 0.0011 -0.0036
-0.0098 -0.0077 -0.0125
0.0032 0.0050 -0.0088
0.0055 -0.0160 -0.0055
0.0194 0.0116 0.0082
-0.0086 0.0330 0.0236
0.0012 0.0001 0.0111
0.0083 0.0118 0.0096
-0.0031 0.0093 0.0078
-0.0234 0.0246 0.0129
0.0687 0.0952 -0.1129
0.2911 1.0619 -0.8648
0.0192 -0.0986 0.0746
0.0482 -0.0727 0.2090
-0.3261 -0.1749 0.0344
0.0330 -0.1710 -0.1618
0.1378 -0.1267 -0.1076

---

[3]
Here is C30H37N2O3PdSTe as an isolated structure from the Open Molecules 2025 dataset. Energies are from wB97M-V/def2-TZVPD.

Its expectation value of S² is 0.761. The value obtained for the lowest unoccupied orbital energy (alpha / beta) is -6.4234 / -8.0383 eV. The calculation puts the HOMO energy (alpha / beta) at -13.6 / -13.9 eV. The charge is +2. Its multiplicity is 2. As for the frontier orbital gap (alpha / beta): 7.188 / 5.838 eV.

Cartesian coordinates (Å):
Pd1 -1.02722 -2.13591 -1.92628
N1 -2.95756 0.42317 -4.75650
C1 -2.44168 -0.51266 -3.96045
O1 -1.97613 -0.24301 -2.84717
C2 -2.48132 -1.94199 -4.42234
C3 -1.37029 -2.76885 -3.81751
H1 -2.96638 1.38328 -4.45118
H2 -3.29807 0.21237 -5.67868
H3 -2.43097 -2.01230 -5.51271
H4 -3.45638 -2.33328 -4.12490
H5 -0.39659 -2.65895 -4.28340
H6 -1.62988 -3.81416 -3.67578
C4 1.81807 6.57144 3.56994
C5 1.50927 5.37579 2.72622
C6 1.71042 5.39532 1.34499
C7 1.42316 4.30002 0.55804
C8 1.65773 4.38438 -0.92947
C9 0.94642 3.11520 1.18005
Te1 0.71338 1.46112 -0.06086
N2 0.59584 -1.06854 -1.77109
C10 1.37506 -2.10349 -1.77374
O2 0.70051 -3.21374 -2.01552
C11 2.81642 -2.13204 -1.51819
C12 3.43657 -3.35540 -1.28300
C13 4.79771 -3.39119 -1.02713
C14 5.53267 -2.21357 -1.01156
C15 4.91521 -0.99247 -1.25891
C16 3.55634 -0.95089 -1.51321
C17 1.60260 0.07302 1.23811
C18 2.89767 0.41357 1.62994
C19 3.63987 -0.46443 2.40102
C20 3.07980 -1.67414 2.78421
C21 1.78209 -1.99030 2.41062
C22 1.01487 -1.12929 1.63068
C23 -0.40483 -1.52174 1.31716
C24 0.68634 3.09253 2.57393
C25 0.09134 1.91115 3.29682
C26 0.98786 4.21797 3.31087
H7 2.18799 7.40149 2.97269
H8 2.57019 6.32169 4.32057
H9 0.92576 6.89945 4.10576
H10 2.09867 6.29158 0.87762
H11 1.87199 5.40936 -1.22337
H12 0.78002 4.06208 -1.49598
H13 2.50644 3.77214 -1.24152
H14 2.84757 -4.26301 -1.30017
H15 5.28758 -4.33781 -0.84431
H16 6.59668 -2.24670 -0.81754
H17 5.49992 -0.08227 -1.26708
H18 3.07161 -0.01171 -1.74823
H19 3.32864 1.36306 1.33595
H20 4.64493 -0.20197 2.70259
H21 3.64783 -2.36833 3.38915
H22 1.34494 -2.92515 2.74154
H23 -0.89828 -1.90636 2.21015
H24 -0.42336 -2.33775 0.58717
H25 -0.99805 -0.68218 0.94823
H26 -0.46520 1.25245 2.63312
H27 -0.59384 2.25975 4.06821
H28 0.86897 1.32097 3.78495
H29 0.79434 4.20870 4.37729
O3 -3.01342 -2.43594 -1.04760
S1 -4.44601 -2.04047 -1.42379
C27 -5.49588 -3.19102 -0.49859
C28 -5.67784 -2.58537 0.88569
C29 -5.93541 -1.10374 0.63488
C30 -4.83938 -0.63977 -0.32228
H30 -5.00034 -4.15982 -0.53183
H31 -6.43885 -3.25160 -1.04628
H32 -4.76954 -2.72482 1.47498
H33 -6.49893 -3.06442 1.41675
H34 -5.92148 -0.51379 1.55035
H35 -6.91611 -0.96944 0.17474
H36 -3.89327 -0.45515 0.18862
H37 -5.09879 0.22788 -0.92545

Atomic forces in eV per Å
0.3215 0.8680 -0.1755
0.0417 -0.0122 0.0545
-0.0243 0.0642 -0.2924
-0.1192 -0.0589 0.5158
-0.0735 -0.0948 -0.0467
0.2031 0.2212 0.1858
0.0050 0.0061 0.0128
0.0008 -0.0239 -0.0040
0.0120 -0.0388 0.0048
-0.0303 -0.0122 -0.0107
0.0142 0.0405 -0.0404
0.0596 -0.0734 0.0449
0.0139 0.0027 0.0123
-0.0088 -0.0659 -0.0421
-0.0616 0.0335 0.1647
-0.0187 -0.2630 -0.1575
-0.0001 -0.0214 0.0413
0.0621 0.1666 -0.0924
-0.0765 0.1808 0.4373
-0.3988 -0.0899 -0.4441
0.3012 -0.6822 -0.0867
-0.1719 0.1116 0.3366
-0.0620 0.0596 0.0238
-0.0184 -0.0272 0.0458
-0.0173 -0.0310 0.0053
0.0049 0.0236 0.0075
-0.0168 -0.0279 -0.0044
0.0096 -0.0074 -0.0555
0.0303 0.0424 -0.0362
0.0216 0.0070 0.0202
0.0032 0.0281 -0.0201
-0.0371 -0.0136 -0.0244
0.0569 -0.0176 -0.0052
-0.1299 -0.0212 0.0304
0.0861 0.0211 -0.0133
0.0976 -0.3454 -0.1199
0.0299 0.0692 -0.0314
0.0057 0.1897 -0.0495
0.0016 0.0010 0.0062
-0.0052 0.0087 0.0008
0.0098 0.0011 0.0010
-0.0102 0.0158 0.0072
-0.0131 0.0021 0.0035
0.0032 0.0064 -0.0172
-0.0003 0.0046 -0.0002
0.0263 -0.0091 0.0059
-0.0031 0.0015 -0.0031
-0.0025 -0.0049 -0.0056
-0.0073 -0.0001 -0.0071
-0.0242 0.0474 -0.0022
0.0147 0.0036 -0.0041
-0.0065 -0.0014 -0.0088
-0.0042 0.0065 0.0011
-0.0021 0.0095 -0.0025
-0.0112 0.0307 0.0052
-0.0450 0.0030 -0.0118
-0.0133 -0.0450 -0.0795
-0.0429 -0.0260 -0.0042
0.0123 0.0069 0.0097
-0.0041 -0.0259 -0.0203
-0.0178 0.0165 0.0072
-0.0196 -0.2292 -0.0577
0.0674 -0.0315 0.0747
0.0066 0.0170 -0.0413
-0.0091 -0.0074 0.0154
-0.0188 -0.0017 0.0052
-0.0287 -0.0070 -0.0420
0.0052 0.0016 -0.0227
0.0008 0.0071 0.0064
-0.0031 -0.0020 0.0091
0.0038 -0.0064 -0.0108
0.0174 0.0025 -0.0062
-0.0026 0.0121 0.0135
0.0118 -0.0050 -0.0081
-0.0013 -0.0105 -0.0078

---

Number 1: largest force on an atom 4.7 eV Å⁻¹. Number 2: largest force on an atom 1.4 eV Å⁻¹. Number 3: largest force on an atom 0.9 eV Å⁻¹.